Record 1
Density functional theory data (ωB97M-V/def2-TZVPD) for C23H26BrFIrN2O11P2 as an isolated structure in a non-equilibrium geometry.

```
67
Properties=species:S:1:pos:R:3:mulliken_spin:R:1
Ir -0.137 -0.538 -0.079 0.819
Br 1.414 -1.466 1.554 -0.003
P -1.504 0.396 -2.939 0.006
P 0.720 -1.928 -2.896 0.000
F -0.536 0.648 1.368 0.075
O 0.003 -3.194 -3.149 0.009
O -1.436 0.143 -1.434 -0.010
O -1.139 1.873 -3.223 0.000
O -2.775 -0.700 1.507 0.004
O 2.195 -1.986 -3.513 -0.001
O 0.611 2.824 -1.691 -0.001
O 1.303 1.069 -0.466 0.038
O -2.762 -0.046 -3.607 0.000
O 0.983 -1.399 -1.481 0.011
O 4.544 5.835 2.064 0.000
O 3.369 6.678 0.262 0.000
N -1.051 -1.443 -4.830 0.000
N -2.875 0.264 3.566 0.004
C 2.180 3.203 0.015 0.002
C 2.278 4.554 -0.350 0.000
C 0.746 0.281 -4.646 0.000
C -1.177 -4.611 0.828 -0.014
C 0.467 -5.419 2.417 -0.017
C -0.549 -3.342 0.787 -0.025
C 2.886 2.706 1.100 0.001
C 1.109 -4.162 2.390 0.020
C 0.589 -3.194 1.591 -0.021
C -2.544 -0.715 2.696 0.003
C -2.330 -4.822 0.031 0.086
C -3.458 1.496 3.073 0.000
C -0.195 -0.636 -3.868 0.000
C -2.445 0.228 4.943 0.000
C -1.072 -2.302 -0.038 -0.007
C -0.646 -5.630 1.655 0.020
C 1.278 2.302 -0.778 -0.001
C -2.820 -3.817 -0.749 -0.037
C 3.805 4.840 1.489 0.000
C -2.194 -2.554 -0.781 0.026
C 3.721 3.524 1.867 0.000
C 4.271 7.019 1.310 0.000
C 3.100 5.340 0.408 0.000
H -1.147 -6.591 1.672 0.001
H -2.025 -1.064 -4.676 0.000
H -2.013 -1.553 3.185 -0.002
H -1.661 0.967 5.131 0.000
H -0.430 2.254 -2.564 -0.001
H -3.707 -3.977 -1.349 0.000
H 0.184 1.009 -5.230 0.000
H -3.284 0.437 5.610 0.000
H 3.808 7.762 1.962 0.000
H 1.717 4.935 -1.191 0.000
H -2.704 2.286 3.025 0.000
H -2.627 -1.772 -1.385 0.011
H 1.993 -3.978 2.986 0.001
H 4.272 3.145 2.716 0.000
H 1.360 0.849 -3.945 0.000
H 5.202 7.395 0.882 0.000
H -0.746 -1.350 -5.794 0.000
H 0.865 -6.204 3.046 -0.001
H 2.766 1.663 1.354 0.000
H -2.809 -5.793 0.058 0.003
H 2.802 -1.387 -3.060 0.000
H -4.266 1.814 3.734 0.000
H -3.843 1.322 2.073 0.000
H -0.991 -2.430 -4.523 0.000
H 1.409 -0.294 -5.294 0.000
H -2.055 -0.761 5.179 0.000
```

## Properties
Spin multiplicity: 2
HOMO level (alpha / beta): -8.04 / -8.04 eV
Energy above the lowest of the compared OMol25 structures with the same formula, charge and spin: 21.63 kcal/mol
⟨S²⟩: 0.765



Record 2
Density functional theory data (ωB97M-V/def2-TZVPD) for one molecule with the formula C23H26ClFN2O5S.

```
59
Properties=species:S:1:pos:R:3:lowdin_charge:R:1
Cl 3.151 -2.034 -2.132 0.793
S 3.577 -4.567 2.671 0.647
F 3.748 0.355 -0.531 0.074
O 0.565 0.773 -0.663 -0.002
O 4.602 -4.512 3.666 -0.277
O -0.046 -0.632 -2.309 0.097
O 3.475 -5.697 1.804 -0.271
O 0.363 4.137 -0.968 0.064
N 2.134 -4.440 3.489 -0.122
N -1.524 2.936 -1.208 -0.035
C -3.719 5.842 -2.406 -0.114
C 0.244 -0.428 -1.155 -0.491
C -2.652 4.792 -2.350 -0.267
C -3.957 4.501 -3.029 -0.126
C 3.744 -0.776 0.187 -0.293
C 0.362 -3.827 0.415 -0.021
C 4.009 -0.708 1.544 0.017
C 3.980 -1.871 2.295 -0.056
C 0.634 -3.532 1.746 -0.217
C 3.476 -1.989 -0.446 -0.575
C -2.311 4.148 -1.023 -0.118
C -2.242 1.717 -1.514 -0.137
C 0.686 1.863 -1.568 -0.043
C -3.721 1.416 0.566 -0.101
C -2.575 0.868 -0.276 -0.215
C -0.182 3.075 -1.205 -0.418
C 0.690 -2.199 2.144 -0.028
C 0.312 -1.483 -0.114 -0.143
C 3.692 -3.071 1.673 -0.273
C 3.457 -3.149 0.316 -0.074
C 0.192 -2.813 -0.508 -0.013
C 0.543 -1.181 1.225 -0.001
C 0.915 -4.635 2.734 -0.181
H -3.166 1.994 -2.025 0.122
H 4.227 0.250 1.989 0.128
H -1.659 1.110 -2.210 0.107
H 3.264 -4.110 -0.132 0.121
H 2.131 -3.673 4.141 0.104
H -1.783 4.936 -2.980 0.142
H -3.991 0.696 1.336 0.071
H -1.687 0.780 0.350 0.097
H 4.195 -1.862 3.352 0.120
H 1.726 2.202 -1.522 0.138
H -4.245 6.078 -1.494 0.101
H -3.974 4.426 -4.106 0.097
H -1.702 4.838 -0.431 0.129
H -3.223 3.908 -0.477 0.115
H -4.601 1.600 -0.048 0.074
H 1.047 -5.582 2.208 0.116
H -3.436 2.341 1.062 0.066
H -3.568 6.694 -3.051 0.097
H -2.837 -0.133 -0.626 0.117
H 0.460 1.522 -2.586 0.136
H 0.088 -4.739 3.444 0.135
H 0.863 -1.956 3.182 0.119
H 0.615 -0.150 1.535 0.127
H -0.007 -3.030 -1.546 0.123
H -4.658 3.841 -2.539 0.093
H 0.299 -4.858 0.102 0.124
```

## Properties
HOMO level: -9.25 eV
Energy above the lowest of the compared OMol25 structures with the same formula, charge and spin: 36.08 kcal/mol



Record 3
Density functional theory data (ωB97M-V/def2-TZVPD) for C23H26F10MoN6 as an isolated structure in a non-equilibrium geometry.

```
66
Properties=species:S:1:pos:R:3:lowdin_charge:R:1
Mo 0.503 -0.558 0.320 1.713
F 5.705 2.435 2.777 0.225
F -3.887 1.831 -4.996 0.235
F -6.097 3.105 -4.145 0.354
F 3.932 0.476 3.362 0.172
F -2.309 0.632 -3.226 0.166
F 5.335 3.994 0.597 0.244
F -5.325 1.908 0.222 0.216
F -6.801 3.161 -1.542 0.246
F 1.304 1.693 -0.312 0.025
F 3.159 3.623 -1.005 0.190
N 0.356 -0.970 -1.743 -0.180
N -2.944 0.461 -0.621 0.192
N -0.961 0.069 1.828 -0.348
N 2.537 -1.189 -0.443 -0.122
N 1.573 0.161 1.736 -0.147
N 0.374 -2.721 0.503 -0.164
C 2.614 1.061 1.516 -0.171
C 4.662 2.264 2.016 -0.104
C 1.469 -0.389 -2.547 -0.121
C 2.761 -2.665 -0.277 -0.124
C -3.727 1.144 -1.392 -0.091
C -4.195 1.839 -3.734 -0.106
C -5.739 2.525 -1.928 -0.104
C 2.799 -0.690 -1.830 -0.108
C -0.305 -3.185 -0.751 -0.127
C -1.102 1.538 2.029 -0.019
C -4.967 1.854 -1.023 -0.069
C 1.759 -3.263 0.701 -0.128
C -3.326 0.170 0.740 -0.167
C -0.338 -0.522 3.047 -0.142
C -5.383 2.510 -3.301 -0.012
C 0.185 -2.445 -1.997 -0.116
C 4.477 3.068 0.884 -0.089
C 3.359 2.876 0.058 -0.123
C 3.737 1.273 2.327 -0.118
C 1.128 -0.068 3.113 -0.126
C -2.307 -0.564 1.622 -0.137
C -3.406 1.232 -2.816 -0.091
C 2.475 1.880 0.391 -0.126
H -0.154 -4.259 -0.890 0.156
H 1.241 0.842 3.704 0.150
H -2.146 -1.579 1.249 0.109
H -0.417 -1.610 3.004 0.123
H -1.380 -3.036 -0.627 0.127
H -0.506 -0.529 -2.072 0.114
H 2.045 -3.031 1.728 0.131
H -1.351 2.032 1.092 0.095
H 3.387 0.225 -1.779 0.133
H 1.122 -2.852 -2.360 0.124
H 1.760 -4.350 0.598 0.153
H 2.706 -3.162 -1.240 0.121
H -0.541 -2.598 -2.797 0.155
H 3.763 -2.857 0.107 0.155
H 1.308 0.685 -2.629 0.126
H -1.873 1.758 2.772 0.128
H 1.739 -0.825 3.609 0.148
H -2.801 -0.652 2.595 0.153
H -0.171 1.967 2.389 0.098
H -3.688 1.049 1.272 0.131
H 1.459 -0.793 -3.561 0.150
H -0.163 -3.143 1.260 0.134
H 3.238 -0.746 0.147 0.117
H 3.409 -1.408 -2.379 0.144
H -0.857 -0.196 3.952 0.160
H -4.210 -0.482 0.696 0.171
```

## Properties
HOMO level (alpha / beta): -20.14 / -20.14 eV
Charge: +4